Record 1
Entry from the OMol25 dataset: a cluster of 3 separate species, C3H12O3 in total (ωB97M-V/def2-TZVPD).

Results
relative energy (zero: lowest compared OMol25 entry of this formula, charge and spin) = 57.9 kcal per mole
multiplicity = 2
F_max = 3.6 eV/A
net charge = +1
expectation value of S² = 0.754
HOMO-LUMO gap (alpha / beta) = 11.102 / 4.325 eV

XYZ file:
```
18
Properties=species:S:1:pos:R:3:forces:R:3
C 0.553 1.068 1.337 3.1 0.9 -1.5
O 0.843 2.412 1.195 -1.8 -0.6 0.4
C 0.023 0.852 -0.046 -1.1 -1.9 -2.8
C 0.610 -0.368 -0.752 -0.5 -2.8 -0.4
H 1.374 0.407 1.605 -0.1 0.2 0.8
H -0.341 1.013 1.829 -2.7 -0.3 2.4
H 1.493 2.790 1.760 2.1 0.5 1.0
H -1.073 0.872 -0.166 0.8 0.3 0.4
H 0.474 1.588 -0.605 0.2 2.2 -1.6
H 0.540 -0.347 -1.894 0.0 0.7 1.6
H 1.621 -0.720 -0.488 -0.2 0.8 0.0
H 0.016 -1.256 -0.422 0.2 1.2 -0.1
H 1.752 -3.286 -0.805 1.9 -0.4 -1.0
H 0.406 -2.666 -0.873 -0.6 -0.1 -0.8
O 0.946 -3.233 -0.351 -1.1 -0.5 1.7
H -3.131 0.818 -0.953 0.3 2.3 -2.0
H -2.650 -0.082 0.059 -0.6 -0.6 0.2
O -3.456 0.139 -0.428 0.1 -1.8 1.8
```
Positions in Å, forces in eV/Å.

Record 2
Entry from the OMol25 dataset: a cluster of 2 separate species, C3H4N2 in total (ωB97M-V/def2-TZVPD).

Results
relative energy (zero: lowest compared OMol25 entry of this formula, charge and spin) = 118.2 kcal per mole
multiplicity = 1
F_max = 4.3 eV/A
HOMO-LUMO gap = 8.933 eV

XYZ file:
```
9
Properties=species:S:1:pos:R:3:forces:R:3
C 0.062 0.412 0.589 -1.9 0.5 1.5
C 2.096 0.217 -0.507 1.2 0.8 -1.7
C -1.156 0.362 0.421 1.8 -0.6 -0.2
N -2.433 0.295 0.006 -2.8 -0.4 -2.6
N 2.629 -0.808 -0.388 1.7 -1.6 0.4
H 1.042 0.679 1.001 -1.9 -0.3 0.1
H -3.058 -0.666 0.054 2.6 3.5 -0.2
H -2.616 0.943 -0.907 0.4 -2.5 3.0
H 3.434 -1.434 -0.270 -1.2 0.6 -0.2
```
Positions in Å, forces in eV/Å.

Record 3
Entry from the OMol25 dataset: an isolated molecule of C5H5NO (ωB97M-V/def2-TZVPD).

Results
relative energy (zero: lowest compared OMol25 entry of this formula, charge and spin) = 44.5 kcal per mole
multiplicity = 1
F_max = 1.1 eV/A
SMILES = N#C[C@@H]1C[C@@H]1C=O
HOMO-LUMO gap = 10.914 eV

XYZ file:
```
12
Properties=species:S:1:pos:R:3:forces:R:3
N 0.488 -1.516 -2.625 -0.3 0.8 0.8
C 0.294 -0.665 -1.866 0.1 -0.8 -0.5
C 0.135 0.457 -0.966 -0.1 0.0 -0.1
C 0.895 0.466 0.336 0.3 0.1 0.1
C -0.604 0.455 0.353 -0.1 0.1 0.2
C -1.025 -0.600 1.327 -0.1 -0.3 0.0
O -1.397 -1.730 1.175 0.1 0.4 -0.3
H 0.042 1.403 -1.495 0.0 -0.2 0.1
H 1.333 -0.503 0.563 0.1 0.2 0.1
H 1.412 1.320 0.749 0.2 0.1 -0.5
H -1.068 1.416 0.565 0.1 -0.1 0.1
H -0.800 -0.182 2.335 -0.4 -0.2 0.1
```
Positions in Å, forces in eV/Å.

Record 4
Entry from the OMol25 dataset: a structure of composition C26H54N2O13S (ωB97M-V/def2-TZVPD).

Results
multiplicity = 1
F_max = 2.8 eV/A
HOMO-LUMO gap = 8.747 eV

XYZ file:
```
96
Properties=species:S:1:pos:R:3:forces:R:3
C 4.709 -1.190 3.316 0.1 0.6 -0.6
C 5.045 -0.766 1.852 -0.4 0.7 0.2
C 4.474 0.677 1.569 -0.1 -1.1 0.1
C 4.168 0.748 0.055 0.9 -0.2 0.5
O 3.709 2.014 -0.433 -0.3 -0.6 0.8
C 2.724 2.597 0.345 -0.3 1.1 -1.7
O 2.504 3.871 -0.327 -1.6 -0.6 1.3
S 1.200 4.475 0.501 1.5 1.7 -1.2
O 1.753 5.281 1.536 -0.4 -1.1 1.1
O 0.450 5.177 -0.469 -0.9 -0.7 -0.2
O 0.532 3.053 1.006 1.6 1.8 -0.4
C 1.285 1.990 0.290 -1.2 -0.4 1.0
C 1.064 0.738 1.202 -0.7 -0.5 -0.3
O -0.072 -0.029 0.788 0.9 0.2 -0.4
C 0.333 -1.265 0.214 -0.6 -1.3 0.0
C 0.600 -2.344 1.314 -0.6 0.8 0.2
C -0.554 -2.249 2.353 -0.1 -0.1 -0.2
C 0.551 1.934 -1.084 0.6 -1.9 0.2
C -0.924 2.382 -1.069 1.1 -0.6 0.8
O -1.261 3.167 -1.858 -1.0 1.6 -2.0
O -1.881 1.845 -0.200 0.5 0.0 0.5
C -2.493 2.774 0.611 -2.0 -1.5 1.2
C -3.680 2.271 1.459 0.5 -0.4 0.2
O -2.177 3.894 0.749 1.3 1.8 -0.5
H 3.725 -1.689 3.330 0.5 0.0 0.2
H 4.619 -0.260 3.911 0.1 -0.6 0.0
H 5.501 -1.818 3.751 -0.5 0.1 -0.1
H 4.556 -1.439 1.120 0.4 0.0 0.5
H 6.132 -0.777 1.668 -0.4 -0.1 0.0
H 5.161 1.462 1.928 -0.2 -0.3 -0.4
H 3.568 0.748 2.203 0.3 0.2 -0.5
H 5.122 0.535 -0.466 -0.5 0.3 0.0
H 3.495 -0.090 -0.229 0.0 0.6 0.1
H 2.977 2.945 1.368 0.3 -1.2 -0.1
H 0.842 1.061 2.236 0.5 0.1 -0.5
H 1.920 0.047 1.178 0.0 0.6 0.2
H 1.182 -1.160 -0.492 -0.2 0.1 0.4
H -0.525 -1.642 -0.379 0.3 0.4 0.2
H 0.552 -3.345 0.857 0.4 0.4 0.1
H 1.583 -2.170 1.787 -0.3 -0.3 -0.2
H -0.563 -1.289 2.897 0.1 -0.4 -0.3
H -0.540 -3.065 3.095 0.1 0.3 -0.4
H -1.505 -2.316 1.789 0.3 0.0 0.4
H 1.068 2.499 -1.874 -0.4 0.1 0.6
H 0.551 0.880 -1.434 0.0 0.5 0.2
H -4.637 2.343 0.922 0.5 -0.2 0.0
H -3.742 2.957 2.318 0.1 -0.2 -0.5
H -3.518 1.258 1.863 -0.2 0.2 -0.5
C 2.741 -8.915 2.199 0.2 0.1 0.1
O 4.058 -8.585 1.794 -0.3 -0.1 -0.1
C 4.314 -8.880 0.423 0.5 0.1 0.0
C 4.581 -7.598 -0.346 -0.3 0.0 0.2
N 3.363 -6.803 -0.469 0.2 0.0 -0.1
C 3.590 -5.459 -0.996 -0.3 -0.1 0.2
C 4.391 -4.490 -0.126 -0.1 0.3 -0.3
O 3.735 -4.124 1.078 0.3 -0.1 0.0
C 3.979 -4.988 2.176 -0.3 0.2 0.1
H 2.663 -8.727 3.270 0.1 0.0 0.0
H 2.002 -8.293 1.683 -0.1 -0.1 0.0
H 2.528 -9.972 2.014 -0.1 0.0 0.0
H 3.501 -9.453 -0.032 -0.1 0.1 0.1
H 5.215 -9.500 0.392 0.0 0.0 0.0
H 4.952 -7.847 -1.345 0.0 0.0 0.0
H 5.366 -7.047 0.187 0.2 -0.1 0.0
H 2.931 -6.722 0.443 0.0 0.0 0.0
H 2.604 -5.018 -1.164 0.1 0.1 0.0
H 4.069 -5.539 -1.977 0.1 0.0 0.0
H 4.504 -3.562 -0.697 0.0 0.0 0.0
H 5.408 -4.845 0.075 -0.1 -0.1 0.1
H 4.975 -5.435 2.140 0.0 -0.1 -0.1
H 3.219 -5.772 2.228 0.1 -0.1 0.0
H 3.898 -4.399 3.091 0.0 0.1 -0.1
C -6.651 2.852 -1.023 -0.1 0.3 0.1
O -5.982 4.083 -0.821 0.0 -0.4 -0.1
C -4.746 4.177 -1.537 0.2 0.5 0.2
C -4.833 5.271 -2.583 -0.3 -0.3 -0.1
N -5.738 4.890 -3.665 0.2 0.2 0.0
C -6.044 5.981 -4.588 -0.2 -0.3 0.0
C -6.850 7.159 -4.041 0.0 0.1 -0.4
O -8.182 6.826 -3.680 0.2 0.1 0.2
C -8.343 6.365 -2.350 -0.3 -0.1 -0.2
H -7.534 2.841 -0.385 0.0 0.1 0.0
H -6.973 2.745 -2.064 0.1 -0.2 0.0
H -6.011 2.007 -0.748 0.0 -0.1 -0.1
H -4.458 3.221 -1.986 -0.2 0.0 -0.1
H -3.977 4.448 -0.813 0.0 0.0 -0.1
H -3.837 5.455 -2.994 0.0 0.0 0.0
H -5.176 6.186 -2.082 0.2 0.0 0.1
H -6.606 4.556 -3.264 0.0 0.0 0.0
H -6.613 5.543 -5.413 0.0 0.1 0.0
H -5.108 6.356 -5.015 0.0 0.0 0.1
H -6.937 7.893 -4.847 0.0 0.0 0.0
H -6.339 7.673 -3.219 0.0 -0.1 0.1
H -7.625 6.820 -1.663 0.1 -0.1 0.0
H -8.263 5.275 -2.305 0.1 0.0 0.2
H -9.349 6.630 -2.023 0.0 0.1 -0.1
```
Positions in Å, forces in eV/Å.

Record 5
Entry from the OMol25 dataset: a cluster of 2 separate species, C7H12O in total (ωB97M-V/def2-TZVPD).

Results
relative energy (zero: lowest compared OMol25 entry of this formula, charge and spin) = 40.4 kcal per mole
multiplicity = 1
F_max = 1.3 eV/A
SMILES = C=C/C=C(/C)C=C.O
HOMO-LUMO gap = 9.271 eV

XYZ file:
```
20
Properties=species:S:1:pos:R:3:forces:R:3
C -2.596 -0.189 -0.073 -0.3 0.4 1.2
C -1.503 -0.325 -0.820 -0.9 -0.3 -0.3
C -0.294 0.473 -0.626 0.0 0.0 0.4
C 0.968 0.077 -0.799 -0.1 0.0 -0.2
C 2.127 0.948 -0.388 0.0 0.4 -0.6
C 1.331 -1.282 -1.273 0.0 0.1 0.5
C 1.103 -2.369 -0.546 -0.1 -0.2 -0.2
H -2.569 0.326 0.894 0.2 0.5 -0.5
H -3.588 -0.601 -0.237 0.5 -0.5 -0.4
H -1.570 -1.050 -1.620 0.3 0.1 -0.4
H -0.499 1.490 -0.285 0.2 -0.2 0.2
H 2.800 1.235 -1.209 -0.2 -0.3 -0.1
H 1.766 1.896 0.014 0.0 -0.2 0.3
H 2.733 0.393 0.323 0.1 0.1 0.3
H 1.896 -1.364 -2.197 0.1 0.1 0.0
H 0.502 -2.364 0.360 0.2 0.2 0.0
H 1.492 -3.327 -0.863 -0.1 -0.1 -0.1
O -1.080 1.910 3.195 0.2 -0.1 -0.4
H -0.263 1.575 2.794 -0.3 0.1 0.3
H -0.913 1.978 4.137 0.1 0.0 0.1
```
Positions in Å, forces in eV/Å.

Record 6
Entry from the OMol25 dataset: a cluster of 2 separate species, C4H9NO2 in total (ωB97M-V/def2-TZVPD).

Results
relative energy (zero: lowest compared OMol25 entry of this formula, charge and spin) = 95.4 kcal per mole
multiplicity = 1
F_max = 0.4 eV/A
HOMO-LUMO gap (alpha / beta) = 6.979 / 6.977 eV

XYZ file:
```
16
Properties=species:S:1:pos:R:3:forces:R:3
C 0.567 -0.084 -2.095 0.0 0.0 0.2
C -0.730 -0.236 -1.391 -0.1 -0.1 -0.4
O -1.220 -1.387 -1.032 0.2 0.2 0.1
C 0.546 -0.162 0.837 0.1 0.2 0.2
C -0.413 0.881 0.949 0.0 -0.2 0.1
O -0.718 1.660 -0.001 0.1 -0.1 0.1
N -1.159 0.986 2.108 0.0 0.1 0.0
H 1.280 -0.865 -1.830 -0.1 0.1 0.0
H 0.979 0.901 -1.881 0.0 -0.1 0.0
H 0.339 -0.141 -3.171 0.0 0.0 0.1
H -1.512 0.479 -1.612 0.1 0.0 0.0
H -0.491 -1.884 -0.606 -0.1 0.0 -0.1
H 0.708 -0.787 1.717 -0.1 0.1 -0.1
H 1.464 0.122 0.328 -0.2 -0.1 0.0
H -1.760 1.797 2.142 0.0 -0.1 0.0
H -0.723 0.723 2.979 -0.1 0.0 -0.1
```
Positions in Å, forces in eV/Å.

Record 7
Entry from the OMol25 dataset: an isolated molecule of C27H27N3O3S (ωB97M-V/def2-TZVPD).

Results
relative energy (zero: lowest compared OMol25 entry of this formula, charge and spin) = 14.5 kcal per mole
multiplicity = 1
F_max = 1.0 eV/A
SMILES = Cc1nc(C)c(C(=O)N(c2ccc(C)c(C)c2)[C@@H](C(=O)NCc2ccco2)c2ccccc2)s1
HOMO-LUMO gap = 8.879 eV

XYZ file:
```
61
Properties=species:S:1:pos:R:3:forces:R:3
C 6.726 2.011 -0.658 0.2 0.0 0.0
C 5.361 1.745 -0.149 0.0 -0.9 0.4
N 4.354 2.524 -0.303 0.2 0.7 -0.5
C 3.212 2.044 0.255 -0.3 -0.7 0.5
C 1.975 2.867 0.186 0.0 0.0 0.0
C 3.352 0.823 0.860 0.6 0.4 0.0
C 2.361 0.057 1.640 0.0 0.1 0.1
O 2.543 -0.265 2.800 0.1 -0.1 0.1
N 1.207 -0.229 0.974 -0.4 -0.1 0.2
C 1.085 -0.144 -0.432 0.1 0.0 -0.6
C 2.014 -0.779 -1.246 -0.2 0.0 0.1
C 1.870 -0.718 -2.619 0.0 0.0 0.0
C 0.801 -0.056 -3.207 0.0 0.0 0.1
C 0.663 -0.015 -4.697 0.0 0.0 0.1
C -0.141 0.570 -2.386 0.1 -0.1 0.0
C -1.310 1.295 -2.977 0.1 0.0 0.0
C 0.015 0.523 -1.010 0.2 0.0 0.0
C 0.114 -0.791 1.755 0.2 0.0 0.0
C -0.810 0.313 2.282 0.2 -0.5 0.3
O -0.759 1.468 1.921 0.0 0.4 -0.2
N -1.676 -0.138 3.217 0.0 -0.1 0.4
C -2.800 0.666 3.665 -0.2 -0.2 -0.1
C -4.015 0.354 2.852 0.1 0.8 -0.4
C -4.513 0.926 1.719 0.3 -0.1 0.6
C -5.629 0.141 1.336 -0.2 -0.5 0.3
C -5.719 -0.852 2.260 -0.4 0.2 -0.8
O -4.746 -0.736 3.179 0.3 -0.1 0.4
C -0.632 -1.832 0.954 -0.1 -0.2 0.1
C -0.018 -3.054 0.708 -0.1 0.1 0.1
C -0.650 -4.015 -0.059 0.1 -0.1 0.0
C -1.906 -3.766 -0.585 0.0 0.0 -0.1
C -2.524 -2.552 -0.345 -0.1 0.0 -0.1
C -1.889 -1.586 0.416 0.1 -0.1 0.1
S 4.997 0.284 0.752 -0.3 0.6 -0.2
H 7.056 1.198 -1.303 0.1 0.0 -0.1
H 7.429 2.091 0.170 0.1 0.0 0.0
H 6.723 2.942 -1.218 0.0 0.0 0.0
H 2.226 3.903 0.402 0.0 0.1 0.0
H 1.225 2.518 0.891 -0.1 0.0 0.0
H 1.560 2.823 -0.821 -0.1 0.0 -0.1
H 2.839 -1.319 -0.808 0.1 -0.1 0.0
H 2.600 -1.208 -3.247 0.1 -0.1 -0.1
H 0.686 1.013 -5.056 0.0 0.1 -0.1
H 1.470 -0.566 -5.174 0.0 0.0 -0.1
H -0.286 -0.452 -5.007 -0.1 0.0 -0.1
H -1.931 0.612 -3.556 -0.1 0.0 -0.1
H -0.974 2.085 -3.649 -0.1 0.1 -0.1
H -1.919 1.741 -2.196 -0.1 0.1 0.0
H -0.690 1.034 -0.373 -0.1 0.1 0.1
H 0.594 -1.258 2.629 -0.2 0.1 -0.2
H -1.729 -1.130 3.391 0.1 0.0 -0.1
H -2.984 0.462 4.722 0.0 0.1 -0.1
H -2.519 1.712 3.524 -0.1 -0.1 0.1
H -4.135 1.799 1.227 0.2 0.2 -0.1
H -6.269 0.299 0.493 -0.2 0.0 -0.1
H -6.403 -1.669 2.372 0.0 -0.1 0.1
H 0.962 -3.247 1.120 0.1 0.0 0.0
H -0.162 -4.960 -0.244 0.0 -0.1 0.0
H -2.401 -4.517 -1.182 0.0 -0.1 0.0
H -3.503 -2.349 -0.753 -0.1 0.0 0.0
H -2.379 -0.639 0.587 -0.1 0.1 0.0
```
Positions in Å, forces in eV/Å.

Record 8
Entry from the OMol25 dataset: a structure of composition C22H62N4O7 (ωB97M-V/def2-TZVPD).

Results
relative energy (zero: lowest compared OMol25 entry of this formula, charge and spin) = 629.2 kcal per mole
multiplicity = 1
F_max = 11.3 eV/A
HOMO-LUMO gap = 8.156 eV

XYZ file:
```
95
Properties=species:S:1:pos:R:3:forces:R:3
C -2.144 1.621 1.680 -0.5 0.8 1.0
C -1.042 1.965 2.688 1.0 1.2 0.1
C -1.543 2.516 4.052 0.7 0.0 0.0
O -0.371 2.802 4.857 -0.4 0.3 -0.2
C -0.628 3.583 6.041 0.1 -0.9 -0.1
N -0.159 0.807 2.797 -5.0 5.3 3.6
H -1.916 1.159 0.720 0.6 0.0 0.6
H -2.679 2.524 1.388 -0.2 -0.2 0.6
H -2.795 0.949 2.239 -0.5 -0.1 -0.2
H -0.361 2.763 2.390 -0.2 0.4 -0.7
H -2.195 1.799 4.550 -0.1 -0.2 0.3
H -2.105 3.439 3.911 -0.1 0.1 -0.2
H -1.442 3.085 6.569 -0.2 0.4 0.2
H -0.792 4.650 5.892 -0.5 0.0 -0.6
H 0.240 3.570 6.700 0.2 -0.5 -0.3
H -0.717 0.002 3.042 -2.0 7.3 -2.3
H 0.441 0.900 3.604 0.0 0.4 0.6
C 1.449 -4.532 1.070 0.3 -0.6 1.6
C 0.551 -4.143 -0.086 -0.5 -0.1 2.1
C -0.282 -2.859 0.328 -0.7 -3.9 -0.7
O -0.812 -2.890 1.658 -2.9 0.2 -6.4
C -1.638 -1.760 1.984 -2.5 -1.8 -0.5
N 1.343 -3.953 -1.205 2.3 0.6 -2.4
H 1.631 -3.669 1.711 0.0 -0.4 0.1
H 2.434 -4.963 0.895 0.1 0.2 -1.1
H 1.044 -5.328 1.695 -0.6 0.3 0.2
H -0.072 -4.985 -0.390 -0.8 0.1 0.7
H -1.142 -2.804 -0.339 0.7 -1.4 1.4
H 0.306 -1.948 0.215 0.0 -3.8 0.8
H -1.068 -0.834 2.058 -1.7 -1.7 -0.3
H -2.096 -2.170 2.885 0.0 1.1 0.5
H -2.488 -1.646 1.312 0.2 0.0 -0.7
H 0.940 -3.351 -1.909 -0.4 -0.8 0.8
H 2.219 -3.480 -1.040 0.4 -0.2 0.7
C 2.035 -2.896 -3.954 -1.6 -0.1 1.2
C 0.538 -3.344 -4.218 3.4 -0.7 1.5
C -0.408 -2.319 -3.655 0.6 -0.4 0.6
O -0.160 -2.169 -2.197 -0.7 0.4 -3.0
C -1.089 -1.456 -1.481 -3.4 -3.3 -3.5
N 0.435 -3.609 -5.613 -0.9 0.4 -0.8
H 2.756 -3.616 -4.342 0.0 0.4 -0.5
H 2.151 -2.974 -2.873 0.5 0.4 -0.5
H 2.157 -1.840 -4.197 0.4 -0.2 -0.5
H 0.500 -4.262 -3.630 -0.6 -0.3 0.2
H -1.411 -2.712 -3.824 -0.3 0.7 0.0
H -0.097 -1.420 -4.186 -0.9 0.5 0.2
H -1.972 -1.995 -1.140 -1.2 -0.1 -1.4
H -1.383 -0.493 -1.900 -0.4 -0.6 -1.6
H -0.647 -1.173 -0.525 -3.7 -5.4 -4.5
H 1.317 -3.977 -5.941 -0.2 -0.1 -0.2
H -0.315 -4.262 -5.787 0.1 -0.1 -0.4
C -2.705 3.055 -1.050 0.5 0.2 1.1
C -1.762 2.918 -2.215 0.7 -0.5 -0.4
C -0.372 2.231 -1.955 -1.4 0.5 -0.8
O 0.415 2.317 -3.092 2.2 0.2 -1.8
C 1.658 1.495 -3.202 -2.2 -0.3 0.0
N -2.513 2.102 -3.165 0.5 -0.4 -0.1
H -2.897 2.088 -0.584 -0.5 0.1 -0.7
H -3.611 3.571 -1.366 -0.2 -0.3 -0.1
H -2.326 3.647 -0.217 0.4 0.4 -0.2
H -1.560 3.911 -2.614 0.3 0.3 -0.1
H -0.529 1.166 -1.789 -0.4 0.5 0.0
H 0.164 2.650 -1.103 -1.1 0.9 -2.6
H 2.265 1.931 -3.996 -0.1 0.1 0.3
H 1.337 0.497 -3.501 -0.1 -0.2 -0.4
H 2.208 1.291 -2.284 -0.1 0.7 -0.4
H -1.937 1.914 -3.973 -0.1 0.1 -0.3
H -3.363 2.576 -3.435 0.0 0.0 -0.2
C 2.860 3.061 -0.756 -0.4 -0.1 1.4
C 1.699 3.347 0.307 1.9 1.7 -1.7
O 1.400 4.715 0.403 0.4 1.7 0.9
H 2.957 1.989 -0.925 0.1 0.3 0.1
H 3.823 3.332 -0.322 -0.1 0.3 0.2
H 2.794 3.575 -1.715 -0.5 0.0 0.0
H 2.060 2.953 1.256 -0.4 0.7 -0.3
H 0.725 2.944 0.027 2.6 1.7 0.8
H 1.354 5.164 -0.444 0.1 -0.3 -0.2
C 1.424 -1.255 2.103 0.4 -1.3 2.0
C 0.384 -1.269 3.326 2.0 -5.4 1.4
O -0.043 -2.636 3.570 3.0 2.3 5.8
H 1.146 -1.951 1.312 0.4 1.1 0.8
H 2.278 -1.807 2.496 0.1 -0.1 0.6
H 1.826 -0.294 1.783 -0.4 -0.9 0.0
H -0.516 -0.655 3.309 3.3 -9.5 4.1
H 0.908 -0.917 4.215 0.2 -0.1 0.2
H -0.421 -2.934 2.739 1.5 -1.3 1.1
C -0.214 -0.207 -0.001 2.7 10.8 2.2
C 0.543 1.166 0.029 1.3 -3.9 4.8
O 1.295 1.133 1.249 4.5 2.5 -5.6
H -0.768 -0.452 0.904 0.9 0.9 -1.6
H 0.438 -1.054 -0.212 2.5 3.7 -0.4
H -0.888 -0.043 -0.841 0.8 3.5 2.9
H 0.022 2.123 0.050 -2.1 -3.2 1.0
H 1.237 1.238 -0.809 -0.3 -0.3 0.5
H 0.683 1.077 1.987 -0.3 -0.6 -0.5
```
Positions in Å, forces in eV/Å.